Record 1
# C21H45HfN2P3S2

C21H45HfN2P3S2 as an isolated structure in a non-equilibrium geometry (wB97M-V/def2-TZVPD, OMol25).

For the energy above the lowest of the compared OMol25 structures with the same formula, charge and spin, the calculation gives 111.0 kJ/mol. Its HOMO energy (alpha / beta) is -18.010 / -18.012 eV. For the lowest unoccupied orbital energy (alpha / beta), the calculation gives -13.2604 / -13.2782 eV. Its gap between HOMO and LUMO (alpha / beta) is 4.75 / 4.73 eV. As for the total energy: -2803.5484 a.u.

ORCA input file:
```
! wB97M-V def2-TZVPD RIJCOSX def2/J DEFGRID3
* xyz 4 1
Hf -0.61 -0.38 -0.28
P 0.75 -2.32 -1.23
P 1.04 1.08 1.12
P -0.23 1.73 -2.37
H -5.55 -0.62 -2.06
C -4.68 -0.34 -2.67
C -3.60 -1.26 -2.80
H -3.85 -2.25 -2.38
C 0.48 -3.91 -0.40
C 2.54 -2.04 -1.06
C 0.58 -2.79 -2.97
C 0.17 2.50 1.89
C 1.76 0.18 2.55
C 2.54 1.81 0.36
C -1.28 1.69 -3.85
C 1.40 1.22 -2.95
C -0.31 3.46 -1.86
H -4.75 0.54 -3.30
H -2.92 -1.18 -3.64
H -0.51 -3.91 0.10
H 1.25 -4.12 0.37
H 0.50 -4.73 -1.13
H 2.78 -1.63 -0.07
H 2.89 -1.34 -1.81
H 3.10 -2.98 -1.17
H -0.42 -2.52 -3.33
H 0.69 -3.87 -3.09
H 1.32 -2.28 -3.60
H 0.87 3.26 2.26
H -0.45 2.14 2.72
H -0.49 2.97 1.15
H 2.69 0.67 2.88
H 1.98 -0.86 2.27
H 1.04 0.16 3.39
H 3.20 2.25 1.12
H 2.28 2.59 -0.37
H 3.11 1.03 -0.17
H -1.06 2.59 -4.44
H -2.34 1.68 -3.58
H -1.06 0.80 -4.45
H 1.64 1.82 -3.85
H 1.37 0.15 -3.24
H 2.17 1.37 -2.18
H -0.55 4.07 -2.74
H 0.64 3.81 -1.45
H -1.10 3.63 -1.12
C -3.89 0.73 0.24
C -3.82 2.13 0.41
C -4.73 2.71 1.28
C -5.62 1.91 2.02
C -5.59 0.51 1.90
C -4.69 -0.09 1.04
S -2.98 -0.08 -1.01
H -1.55 0.94 -1.67
H -3.05 2.68 -0.12
H -4.70 3.80 1.39
H -6.36 2.37 2.67
H -6.26 -0.12 2.51
H -4.54 -1.18 0.98
S -1.43 -1.68 1.64
C -0.70 -2.07 3.24
N 0.22 -3.04 3.37
C 1.01 -3.18 4.60
C 0.13 -2.93 5.80
C -0.65 -1.63 5.71
N -1.10 -1.37 4.33
H 0.59 -3.42 2.49
H 1.84 -2.46 4.52
H 1.43 -4.18 4.61
H 0.78 -2.91 6.68
H -0.56 -3.76 5.93
H -0.02 -0.78 6.04
H -1.55 -1.68 6.33
H -1.94 -0.82 4.19
*
```

---

Record 2
# C3H13N2O

A 2-piece molecular cluster, C3H13N2O overall in a non-equilibrium geometry (wB97M-V/def2-TZVPD, OMol25).

For the energy above the lowest of the compared OMol25 structures with the same formula, charge and spin, the calculation gives 72.1 kJ/mol. Its HOMO energy is -13.633 eV. For the lowest unoccupied orbital energy, the calculation gives -3.0393 eV. Its gap between HOMO and LUMO is 10.59 eV. As for the total energy: -306.6082 a.u.

ORCA input file:
```
! wB97M-V def2-TZVPD RIJCOSX def2/J DEFGRID3
* xyz 1 1
N 0.27 -0.18 0.83
C 0.45 0.74 -0.38
C -0.71 0.51 -1.34
N -1.24 -0.85 -1.17
C -0.37 -1.91 -1.70
H -0.71 -0.51 0.75
H 0.49 0.26 1.73
H 0.88 -0.99 0.72
H 1.38 0.43 -0.84
H 0.60 1.74 0.00
H -0.32 0.67 -2.35
H -1.52 1.23 -1.20
H -2.11 -0.82 -1.70
H 0.68 -1.58 -1.69
H -0.42 -2.78 -1.04
H -0.63 -2.20 -2.71
H 2.14 1.58 3.24
H 0.93 2.45 3.04
O 1.20 1.52 3.03
*
```

---

Record 3
# C5H8ClN2O2S

A 2-piece molecular cluster, C5H8ClN2O2S overall in a non-equilibrium geometry (wB97M-V/def2-TZVPD, OMol25).

For the energy above the lowest of the compared OMol25 structures with the same formula, charge and spin, the calculation gives 64.1 kJ/mol. Its HOMO energy is -13.702 eV. For the lowest unoccupied orbital energy, the calculation gives -3.7808 eV. Its gap between HOMO and LUMO is 9.92 eV. As for the total energy: -1313.3378 a.u.

ORCA input file:
```
! wB97M-V def2-TZVPD RIJCOSX def2/J DEFGRID3
* xyz 1 1
C -0.18 -0.97 0.93
C -2.65 -0.89 -0.65
C 1.12 0.22 -0.78
C 1.71 -1.23 -0.78
C 0.22 1.71 0.91
N -2.68 0.27 -0.39
N 0.72 0.36 0.64
O -2.38 -1.97 -0.95
O -1.03 -0.97 1.75
S 0.41 -2.25 0.02
Cl -3.66 1.60 -0.17
H 1.94 0.83 -1.04
H 0.20 0.05 -1.48
H 2.02 -1.73 -1.77
H 2.55 -1.39 -0.22
H 1.00 2.37 0.99
H -0.45 2.00 0.11
H -0.50 1.60 1.64
H 1.62 0.39 1.24
*
```

---

Record 4
# C17H44O29S6

C17H44O29S6 as an isolated structure in a non-equilibrium geometry (wB97M-V/def2-TZVPD, OMol25).

Its HOMO energy is -9.972 eV. For the lowest unoccupied orbital energy, the calculation gives 0.1544 eV. Its gap between HOMO and LUMO is 10.13 eV. As for the total energy: -5244.9648 a.u.

ORCA input file:
```
! wB97M-V def2-TZVPD RIJCOSX def2/J DEFGRID3
* xyz 0 1
C 14.86 13.32 5.32
O 14.52 14.22 4.33
H 14.63 12.37 4.90
H 15.95 13.23 5.59
H 14.27 13.53 6.17
H 14.90 13.91 3.47
C 7.05 17.32 9.07
O 8.23 16.98 9.74
H 7.20 18.20 8.41
H 6.66 16.51 8.36
H 6.19 17.44 9.81
H 8.39 16.15 9.36
C 10.11 14.87 7.32
O 9.42 14.58 8.50
H 10.56 15.89 7.41
H 10.86 14.10 7.12
H 9.43 14.82 6.50
H 9.63 13.72 8.87
C 10.59 19.83 10.50
O 10.62 18.47 10.72
H 9.76 20.23 9.88
H 10.33 20.38 11.43
H 11.49 20.14 10.04
H 9.80 18.23 10.27
C 9.46 10.77 8.49
O 10.16 11.95 8.94
H 8.58 11.16 7.93
H 10.12 10.24 7.80
H 9.04 10.07 9.21
H 10.94 11.71 9.50
C 7.17 13.45 14.06
C 8.55 13.29 14.89
O 9.48 13.76 13.90
S 8.89 14.71 12.84
O 9.03 14.06 11.59
O 9.30 16.06 13.12
O 7.36 14.66 13.31
H 6.34 13.56 14.72
H 6.99 12.52 13.51
H 8.80 12.25 15.13
H 8.53 13.98 15.77
C 18.56 16.51 9.09
C 18.34 17.68 8.04
O 17.20 18.43 8.56
S 16.28 17.46 9.45
O 15.48 16.65 8.61
O 15.79 18.20 10.55
O 17.44 16.54 9.98
H 19.43 16.80 9.60
H 18.66 15.50 8.70
H 18.03 17.29 7.07
H 19.20 18.35 8.03
C 12.75 9.82 11.36
C 13.92 9.65 12.35
O 14.45 8.35 12.22
S 14.15 7.93 10.70
O 14.02 6.53 10.63
O 15.01 8.72 9.86
O 12.65 8.54 10.67
H 12.84 10.64 10.70
H 11.81 9.95 11.92
H 13.60 9.89 13.34
H 14.74 10.26 12.05
C 17.44 10.37 10.03
C 16.55 10.53 8.70
O 17.13 11.59 7.96
S 18.57 11.83 8.45
O 18.95 13.19 8.36
O 19.30 10.74 8.00
O 18.30 11.55 10.00
H 17.98 9.43 10.04
H 16.78 10.40 10.90
H 15.56 10.90 8.82
H 16.70 9.58 8.14
C 17.42 13.71 12.18
C 17.22 14.73 13.34
O 16.69 13.99 14.41
S 16.31 12.50 13.93
O 15.04 12.63 13.26
O 16.50 11.55 15.00
O 17.40 12.36 12.84
H 18.38 13.76 11.67
H 16.53 13.72 11.49
H 16.45 15.48 13.03
H 18.11 15.24 13.67
C 12.34 15.82 11.54
C 12.24 16.07 10.06
O 12.75 14.90 9.43
S 13.34 13.89 10.48
O 14.66 13.52 10.03
O 12.35 12.85 10.77
O 13.52 14.92 11.65
H 11.48 15.39 12.06
H 12.57 16.75 12.05
H 12.84 16.94 9.77
H 11.25 16.28 9.70
*
```

---

Record 5
# C3H4LaO3

C3H4LaO3 as an isolated structure in a non-equilibrium geometry (wB97M-V/def2-TZVPD, OMol25).

For the energy above the lowest of the compared OMol25 structures with the same formula, charge and spin, the calculation gives 467.4 kJ/mol. Its HOMO energy (alpha / beta) is -15.402 / -17.215 eV. For the lowest unoccupied orbital energy (alpha / beta), the calculation gives -9.3925 / -9.3926 eV. Its gap between HOMO and LUMO (alpha / beta) is 6.01 / 7.82 eV. As for the total energy: -373.1472 a.u.

ORCA input file:
```
! wB97M-V def2-TZVPD RIJCOSX def2/J DEFGRID3
* xyz 2 2
O 1.94 0.95 0.15
C 1.65 -0.11 -0.34
C 0.58 -1.05 0.07
H 0.36 -1.71 -0.78
H 0.64 -1.43 1.10
H 2.34 -1.09 -0.09
La 0.16 2.92 0.22
O -0.39 0.17 -0.01
C -1.66 -0.23 -0.13
O -2.35 0.86 0.02
H -3.28 0.72 -0.22
*
```

---

Record 6
# C3H7N4

An isolated ion of composition C3H7N4 and charge +1 in a non-equilibrium geometry (wB97M-V/def2-TZVPD, OMol25).

For the energy above the lowest of the compared OMol25 structures with the same formula, charge and spin, the calculation gives 299.8 kJ/mol. Its HOMO energy is -15.090 eV. For the lowest unoccupied orbital energy, the calculation gives -4.7663 eV. As for the SMILES: C[C@H]1N=NNC=[NH+]1. Its gap between HOMO and LUMO is 10.32 eV. As for the total energy: -337.1901 a.u.

ORCA input file:
```
! wB97M-V def2-TZVPD RIJCOSX def2/J DEFGRID3
* xyz 1 1
C 1.91 0.77 -0.21
C 0.48 0.36 0.45
N -0.42 1.34 -0.01
N -1.60 1.11 -0.13
N -2.09 -0.20 0.10
C -1.25 -1.15 -0.18
N 0.04 -0.87 -0.10
H 1.61 1.49 -0.95
H 2.40 -0.19 -0.50
H 2.32 1.28 0.64
H 0.69 0.19 1.60
H -3.15 -0.40 0.12
H -1.60 -2.10 -0.43
H 0.67 -1.63 -0.39
*
```

---

Record 7
# C16H27ClNO2

C16H27ClNO2 as an isolated structure in a non-equilibrium geometry (wB97M-V/def2-TZVPD, OMol25).

For the energy above the lowest of the compared OMol25 structures with the same formula, charge and spin, the calculation gives 1327.5 kJ/mol. Its HOMO energy is -11.107 eV. For the lowest unoccupied orbital energy, the calculation gives -2.3867 eV. Its gap between HOMO and LUMO is 8.72 eV. As for the total energy: -1290.5723 a.u.

ORCA input file:
```
! wB97M-V def2-TZVPD RIJCOSX def2/J DEFGRID3
* xyz 1 1
C -4.98 -2.38 1.47
C -4.04 -1.16 1.10
C -2.69 -1.45 0.45
N -2.12 -0.40 -0.14
H -2.48 0.29 0.23
C -2.47 -0.23 -1.52
H -3.54 0.05 -1.55
H -2.28 -1.07 -2.21
C -1.48 0.92 -2.18
H -1.62 1.08 -3.13
H -1.58 2.02 -1.49
C -0.09 0.48 -2.10
H 0.15 -0.70 -2.71
H 0.72 1.23 -2.36
O 0.32 0.10 -0.76
C 1.53 -0.48 -0.30
C 1.78 -1.94 -0.75
C 2.90 -2.50 -0.57
C 4.11 -1.63 -0.18
C 3.83 -0.38 0.39
C 2.60 0.26 0.06
C 2.49 1.80 0.80
C 3.13 1.87 2.14
H 4.12 1.52 2.33
H 3.05 2.94 2.23
H 2.64 1.11 2.72
C 3.53 2.36 -0.27
H 3.20 2.68 -1.33
H 4.46 2.14 -0.15
H 3.56 3.54 0.14
C 1.23 2.46 0.60
H 0.80 2.45 -0.48
H 0.56 1.80 1.27
H 1.27 3.21 1.08
H 4.68 0.01 0.69
Cl 5.58 -2.31 0.11
H 3.08 -3.47 -1.12
H 0.90 -2.29 -0.96
H -1.14 -0.34 -0.02
H -2.32 -1.85 1.34
H -2.93 -2.36 -0.15
O -4.95 -0.19 0.42
H -5.85 -0.24 0.41
H -4.05 -0.75 2.07
H -4.60 -3.01 1.96
H -5.80 -2.17 1.88
H -5.20 -3.00 0.51
*
```

---

Record 8
# C20H21N7O

An isolated molecule of C20H21N7O in a non-equilibrium geometry (wB97M-V/def2-TZVPD, OMol25).

For the energy above the lowest of the compared OMol25 structures with the same formula, charge and spin, the calculation gives 0.0 kJ/mol. Its HOMO energy is -8.263 eV. For the lowest unoccupied orbital energy, the calculation gives 0.4898 eV. As for the SMILES: CCn1cncc1CNc1nccc(-c2cnn(-c3cccc(OC)c3)c2)n1. Its gap between HOMO and LUMO is 8.75 eV. As for the total energy: -1233.2281 a.u.

ORCA input file:
```
! wB97M-V def2-TZVPD RIJCOSX def2/J DEFGRID3
* xyz 0 1
C -1.34 -4.96 -2.78
C -0.43 -3.80 -2.40
N -0.43 -3.52 -0.93
C 0.67 -3.65 -0.06
N 0.47 -3.08 1.11
C -0.84 -2.60 1.02
C -1.38 -2.83 -0.22
C -2.76 -2.41 -0.65
N -3.60 -1.77 0.41
C -3.67 -0.46 0.59
N -4.89 -0.10 1.02
C -4.99 1.15 1.38
C -3.92 1.99 1.39
C -2.70 1.51 0.89
C -1.52 2.39 0.81
C -1.43 3.85 0.93
N -0.21 4.28 0.77
N 0.54 3.17 0.50
C 1.95 3.11 0.31
C 2.68 4.28 0.18
C 4.07 4.28 -0.03
C 4.74 3.09 -0.15
C 4.03 1.84 -0.01
O 4.62 0.59 -0.06
C 5.59 0.30 0.95
C 2.65 1.89 0.20
C -0.23 2.00 0.57
N -2.62 0.29 0.45
H -1.15 -5.82 -2.18
H -2.38 -4.64 -2.72
H -1.17 -5.27 -3.84
H 0.65 -3.97 -2.66
H -0.74 -2.90 -2.91
H 1.59 -4.16 -0.32
H -1.35 -2.08 1.80
H -3.33 -3.27 -1.02
H -2.68 -1.74 -1.51
H -4.52 -2.17 0.56
H -5.93 1.61 1.72
H -4.03 3.01 1.72
H -2.27 4.56 1.08
H 2.14 5.21 0.26
H 4.61 5.21 -0.18
H 5.79 3.02 -0.34
H 5.62 -0.78 1.13
H 6.56 0.66 0.61
H 5.29 0.78 1.90
H 2.18 0.92 0.30
H 0.06 0.97 0.40
*
```

---

Record 9
# C36H46CsN6O2S3

C36H46CsN6O2S3 as an isolated structure in a non-equilibrium geometry (wB97M-V/def2-TZVPD, OMol25).

For the energy above the lowest of the compared OMol25 structures with the same formula, charge and spin, the calculation gives 110.7 kJ/mol. Its HOMO energy is -3.919 eV. For the lowest unoccupied orbital energy, the calculation gives 1.7659 eV. Its gap between HOMO and LUMO is 5.68 eV. As for the total energy: -3093.1576 a.u.

ORCA input file:
```
! wB97M-V def2-TZVPD RIJCOSX def2/J DEFGRID3
* xyz -1 1
Cs -0.04 0.47 -0.24
N 2.18 0.45 -2.48
C 2.95 0.61 -3.71
C 2.01 0.53 -4.91
N 1.08 -0.57 -4.83
C -0.21 -0.38 -5.48
C -1.39 -0.45 -4.51
N -1.27 0.55 -3.46
C 1.64 -1.89 -4.94
C 0.89 -2.92 -4.10
N 0.66 -2.41 -2.76
H 1.35 1.04 -2.56
H 2.70 0.75 -1.66
H 3.72 -0.17 -3.76
H 3.48 1.57 -3.78
H 2.62 0.53 -5.84
H 1.42 1.45 -4.92
H -0.35 -1.13 -6.27
H -0.23 0.60 -5.97
H -1.38 -1.43 -4.02
H -2.32 -0.37 -5.09
H -2.02 0.42 -2.79
H -1.40 1.50 -3.79
H 2.67 -1.84 -4.55
H 1.71 -2.24 -5.98
H 1.48 -3.85 -4.13
H -0.07 -3.16 -4.59
H 1.23 -1.58 -2.59
H 0.77 -3.09 -2.03
C 2.53 3.73 -0.55
C 1.11 3.38 -0.12
N 0.22 3.50 -1.03
N -1.04 3.04 -0.67
C -2.00 3.32 -1.51
S -2.06 4.36 -2.83
S -3.47 2.35 -1.08
C -4.63 3.70 -0.73
C -4.22 4.49 0.49
C -4.03 3.88 1.72
C -3.66 4.61 2.84
C -3.43 5.98 2.72
C -3.59 6.60 1.49
C -3.98 5.86 0.38
C 0.93 3.07 1.32
C 0.15 3.92 2.11
C 0.15 3.82 3.49
C 0.94 2.85 4.10
C 1.71 1.98 3.35
C 1.72 2.02 1.93
O 2.30 1.13 1.21
H 2.88 3.03 -1.31
H 3.21 3.69 0.30
H 2.53 4.73 -0.98
H -5.60 3.23 -0.59
H -4.65 4.33 -1.61
H -4.16 2.80 1.80
H -3.50 4.11 3.78
H -3.11 6.55 3.59
H -3.40 7.66 1.39
H -4.08 6.34 -0.58
H -0.44 4.68 1.60
H -0.45 4.50 4.09
H 0.96 2.78 5.18
H 2.32 1.21 3.82
O 0.74 -1.98 0.52
S 2.13 -2.36 0.86
C 2.23 -2.39 2.69
C 0.90 -2.50 3.38
C 0.02 -1.42 3.44
C -1.20 -1.54 4.10
C -1.55 -2.74 4.71
C -0.68 -3.82 4.66
C 0.53 -3.69 4.00
C 2.39 -4.12 0.44
C 1.46 -5.09 1.10
C 1.96 -6.09 1.93
C 1.11 -6.97 2.57
C -0.27 -6.86 2.40
C -0.77 -5.87 1.57
C 0.08 -4.99 0.92
H 2.72 -1.44 2.90
H 2.90 -3.21 2.97
H 0.24 -0.45 2.99
H -1.87 -0.69 4.15
H -2.50 -2.83 5.22
H -0.95 -4.76 5.13
H 1.21 -4.54 3.95
H 3.44 -4.30 0.70
H 2.31 -4.12 -0.65
H 3.03 -6.18 2.08
H 1.51 -7.75 3.21
H -0.94 -7.54 2.91
H -1.84 -5.77 1.44
H -0.32 -4.20 0.29
*
```